1.
Here is a single C17H24N6O3 molecule in a non-equilibrium geometry from the Open Molecules 2025 dataset. Energies are from ωB97M-V/def2-TZVPD.

Computed properties:
**ΔE to the lowest compared entry with this formula, charge and spin**: 218.0 kcal per mole
**E_HOMO**: -0.2844 hartree
**Frontier orbital gap**: 7.9 eV
**LUMO level**: 0.00766 Ha

Geometry as XYZ:
```
50
C17H24N6O3, DFT ωB97M-V/def2-TZVPD
C 1.430 1.835 0.536
C 0.420 1.477 -0.557
C 2.315 0.650 0.853
C 3.219 0.299 -0.390
C 3.432 0.896 -1.671
C 4.301 -0.665 -0.146
C 5.189 -0.381 -1.227
C 4.878 -1.112 1.100
C 6.388 -1.064 -1.244
C 6.119 -1.807 1.075
C 6.808 -1.728 -0.194
C -1.124 -0.033 0.828
C -1.479 -1.359 0.682
C -2.364 0.610 1.397
C -3.628 0.140 0.999
C -4.250 0.912 -0.204
C -5.639 -0.912 -0.987
H 1.179 2.257 2.604
H 0.088 3.006 1.623
H 1.949 2.826 0.411
H 1.949 -0.232 1.423
H 2.905 1.093 1.684
H 3.081 1.799 -2.366
H 5.132 0.628 -3.100
H 4.076 -1.328 2.021
H 6.756 -1.231 -2.284
H 6.550 -2.427 1.913
H 7.832 -2.262 -0.034
H -0.940 0.169 -1.505
H -0.369 0.341 1.535
H -2.153 0.517 2.527
H -2.348 1.718 1.218
H -3.636 -0.965 0.711
H -4.357 0.256 2.033
H -3.457 1.204 -1.116
H -4.695 1.981 0.037
H -6.112 1.012 -0.842
H -5.357 -2.564 -1.506
H -7.784 -0.418 -1.082
H -7.319 -2.113 -1.680
H -3.418 -1.727 -0.503
N 0.555 2.087 1.722
N 4.646 0.426 -2.148
N -0.751 0.633 -0.466
N -5.541 0.327 -0.480
N -4.627 -1.871 -1.173
N -6.954 -1.204 -1.366
O 0.698 2.049 -1.569
O -1.244 -2.319 1.427
O -2.346 -1.427 -0.521
```

Mulliken population analysis, charges in e, atoms 1 to 2: atom 1 (C): 0.08, atom 2 (C): -0.26

---

2.
Here is C17H25Br5CaClF3LiNaO12P as an isolated structure in a non-equilibrium geometry from the Open Molecules 2025 dataset. Energies are from ωB97M-V/def2-TZVPD.

Computed properties:
**E_HOMO**: -0.2256 hartree
**Frontier orbital gap**: 0.1 eV
**Net charge**: +1
**LUMO level**: -0.22194 Ha

Geometry as XYZ:
```
67
C17H25Br5CaClF3LiNaO12P, DFT ωB97M-V/def2-TZVPD
O 2.329 2.146 0.630
C 1.327 2.829 0.860
C 1.362 4.146 1.781
C 0.667 5.300 1.331
C -0.126 5.110 -0.054
O -0.239 5.993 -0.913
C -0.821 3.665 -0.224
C -2.279 3.654 -0.851
C -3.304 3.966 0.379
O -4.178 2.837 0.621
C -5.510 3.220 0.223
C -6.209 4.176 1.333
F -7.616 3.827 1.328
F -5.659 3.998 2.624
F -6.189 5.553 0.956
C -0.119 2.516 0.223
Cl -0.847 0.858 0.106
H 1.923 4.173 2.766
H 0.634 6.281 1.890
H -2.364 4.427 -1.678
H -2.508 2.627 -1.280
H -2.678 4.100 1.335
H -3.835 4.948 0.170
H -5.415 3.813 -0.772
H -6.143 2.281 0.038
O -5.874 0.587 -1.013
H -5.670 0.110 -0.216
Li -6.683 -1.143 0.448
Na -0.525 -1.402 0.602
C -7.853 4.892 -2.371
Br -9.015 3.463 -2.974
Br -5.992 4.519 -2.745
Br -8.400 6.611 -3.076
H -7.951 4.946 -1.288
Br -9.468 6.955 -0.453
Ca -10.256 5.821 1.609
C 2.767 -8.327 1.285
O 3.481 -7.613 2.288
P 3.671 -5.916 2.116
O 2.159 -5.670 2.153
O 4.170 -6.078 0.562
C 5.457 -6.640 0.310
O 4.026 -4.233 2.022
C 3.442 -3.406 3.012
H 2.088 -9.023 1.781
H 2.192 -7.675 0.628
H 3.480 -8.902 0.687
H 5.351 -7.439 -0.450
H 5.894 -7.072 1.214
H 6.120 -5.865 -0.081
H 3.469 -3.888 3.992
H 2.410 -3.172 2.737
H 4.006 -2.471 3.059
C 4.948 -1.595 -1.168
C 4.839 -1.105 -2.577
O 3.430 -1.005 -2.774
C 2.867 -0.865 -1.551
O 1.709 -0.590 -1.365
O 3.768 -1.074 -0.561
H 5.841 -1.227 -0.664
H 4.928 -2.686 -1.100
H 5.285 -0.114 -2.712
H 5.283 -1.791 -3.291
Br 5.611 -9.191 -1.405
O 7.242 -2.365 -2.993
H 7.988 -1.759 -2.903
H 7.568 -3.048 -3.593
```

Mulliken population analysis, charges in e, atoms 1 to 2: atom 1 (O): -0.43, atom 2 (C): 0.22

---

3.
Here is C17H25ClN2O2S as an isolated structure in a non-equilibrium geometry from the Open Molecules 2025 dataset. Energies are from ωB97M-V/def2-TZVPD.

Computed properties:
**ΔE to the lowest compared entry with this formula, charge and spin**: 395.1 kcal per mole
**E_HOMO**: -0.2989 hartree
**Frontier orbital gap**: 7.9 eV
**LUMO level**: -0.00804 Ha

Geometry as XYZ:
```
48
C17H25ClN2O2S, DFT ωB97M-V/def2-TZVPD
O 3.842 -0.153 -0.037
S 2.562 -0.708 0.397
O 1.796 -0.067 1.494
N 1.634 -1.161 -0.908
C 0.373 -1.567 -0.690
C -0.468 -0.361 -0.160
H 0.008 0.196 0.799
H -1.635 -0.827 -0.039
C -0.598 0.484 -1.413
N -1.453 1.782 -1.297
C -2.969 1.310 -1.191
C -3.691 1.168 -0.014
C -4.147 2.725 0.225
H -4.833 3.124 -0.338
C -3.175 3.598 0.787
C -1.921 3.921 -0.022
H -2.336 4.269 -1.154
H -1.360 4.793 0.262
C -1.228 2.715 -0.262
H -0.070 3.128 -0.440
H -0.926 2.186 0.680
H -3.566 4.572 1.322
H -2.765 3.269 1.936
H -4.871 2.553 1.418
H -3.218 0.739 0.685
H -4.559 0.692 -0.165
H -3.230 2.281 -2.067
H -3.117 0.425 -1.810
C 0.981 0.999 -1.570
C 1.721 -0.185 -1.933
H 2.639 -0.071 -2.093
H 1.304 -0.853 -2.957
H 1.272 1.482 -0.748
H 0.995 1.704 -2.582
H -0.873 0.030 -2.268
H 0.258 -2.259 0.557
H -0.188 -2.251 -1.416
C 3.108 -2.357 1.228
C 3.711 -3.348 0.198
C 4.043 -4.703 0.736
C 3.682 -4.858 1.890
C 3.051 -4.201 2.940
C 2.738 -2.941 2.281
H 2.244 -2.172 2.848
H 2.633 -4.675 3.657
Cl 3.940 -6.498 2.257
H 4.607 -5.153 -0.129
H 4.055 -2.774 -0.894
```

Mulliken population analysis, charges in e, atoms 1 to 2: atom 1 (O): -0.70, atom 2 (S): 1.25